{"formula": "C14H31FN8O17", "method": "wB97M-V/def2-TZVPD", "species": ["O", "C", "O", "C", "C", "F", "O", "H", "H", "H", "C", "N", "O", "O", "H", "H", "H", "C", "N", "O", "O", "H", "H", "H", "C", "N", "O", "O", "H", "H", "H", "C", "N", "O", "O", "H", "H", "H", "C", "N", "O", "O", "H", "H", "H", "C", "N", "O", "O", "H", "H", "H", "C", "N", "O", "O", "H", "H", "H", "C", "C", "C", "C", "N", "H", "H", "H", "H", "H", "H", "H"], "positions_angstrom": [[1.155, 0.325, -3.400], [1.042, -0.171, -2.318], [1.121, -1.490, -2.104], [1.153, -1.757, -0.711], [1.308, -0.438, -0.078], [2.609, -0.285, 0.239], [0.947, 0.483, -1.134], [0.205, -2.212, -0.468], [1.905, -2.444, -0.408], [0.746, -0.236, 0.831], [2.318, 3.423, -4.935], [1.252, 4.371, -4.570], [1.706, 5.407, -4.031], [0.102, 4.127, -4.691], [2.556, 3.440, -6.027], [1.911, 2.397, -4.826], [3.143, 3.732, -4.267], [-4.186, -0.542, 0.161], [-2.888, 0.033, -0.241], [-2.825, 1.257, -0.243], [-1.971, -0.685, -0.532], [-4.296, -0.537, 1.239], [-4.205, -1.527, -0.276], [-4.965, 0.091, -0.208], [-0.573, 4.147, 3.905], [0.541, 3.128, 3.929], [1.453, 3.384, 4.620], [0.357, 2.148, 3.248], [-0.313, 4.886, 3.145], [-0.731, 4.674, 4.876], [-1.455, 3.575, 3.583], [-0.506, -0.604, 4.428], [-1.454, -0.436, 3.314], [-1.081, -0.694, 2.209], [-2.586, -0.120, 3.607], [0.573, -0.955, 4.086], [-0.993, -1.262, 5.080], [-0.396, 0.333, 4.982], [1.332, -5.238, 2.827], [1.268, -4.422, 1.543], [0.141, -4.061, 1.164], [2.296, -4.171, 0.964], [2.040, -6.055, 2.815], [0.306, -5.602, 3.003], [1.492, -4.525, 3.608], [4.317, 0.188, 3.312], [3.777, -0.787, 4.287], [2.756, -0.503, 4.884], [4.444, -1.801, 4.424], [4.025, -0.146, 2.281], [5.333, 0.244, 3.497], [3.869, 1.134, 3.571], [-0.006, 3.579, -1.289], [-0.504, 4.559, -0.305], [-1.077, 5.546, -0.661], [-0.200, 4.291, 0.855], [-0.334, 2.544, -1.077], [1.115, 3.635, -1.288], [-0.427, 3.865, -2.248], [-3.509, -2.244, -3.190], [-2.104, -1.853, -3.751], [-1.397, -3.067, -4.358], [-2.129, -3.812, -5.431], [-2.810, -4.245, -6.286], [-3.421, -2.901, -2.300], [-4.126, -2.721, -3.941], [-4.021, -1.389, -2.909], [-1.322, -1.442, -3.061], [-2.124, -1.113, -4.535], [-1.160, -3.791, -3.579], [-0.520, -2.662, -4.843]], "lowdin_charge": [0.15, -0.56, 0.08, -0.08, -0.28, 0.07, 0.11, 0.11, 0.11, 0.15, 0.03, -0.45, 0.02, 0.09, 0.11, 0.09, 0.11, 0.05, -0.43, 0.06, 0.06, 0.10, 0.08, 0.09, 0.04, -0.47, 0.10, 0.04, 0.08, 0.11, 0.10, 0.03, -0.45, 0.07, 0.07, 0.13, 0.07, 0.09, 0.07, -0.40, 0.05, 0.07, 0.10, 0.10, 0.09, 0.06, -0.44, 0.04, 0.06, 0.11, 0.07, 0.09, 0.04, -0.44, 0.10, 0.03, 0.09, 0.13, 0.08, -0.08, -0.22, -0.20, -0.21, 0.12, 0.09, 0.07, 0.03, 0.09, 0.11, 0.11, 0.11], "multiplicity": 1, "homo_energy_ev": -10.85, "gap_ev": 10.349, "lumo_energy_ev": -0.502}